Molecular formula: C34H39ClNO8RuSSb2Se4
Method: DFT, ωB97M-V/def2-TZVPD

Lowest unoccupied orbital energy (alpha / beta): 3.9760 / 2.9687 eV
HOMO-LUMO gap (alpha / beta): 5.606 / 5.047 eV
⟨S²⟩: 8.82
ΔE to the lowest compared entry with this formula, charge and spin: 208.25 kJ/mol
Total charge: -2
2S+1: 6

```
91
Properties=species:S:1:pos:R:3:mulliken_charge:R:1
Ru -0.833 0.012 0.576 1.010
Se -5.291 -2.260 -1.700 -0.676
Sb -2.966 -2.903 -1.478 0.230
Se -2.285 -2.183 1.126 -0.374
Se -1.763 -0.532 -1.448 -0.561
Se -3.059 -5.406 -1.384 -0.728
O -0.565 4.226 1.776 -0.710
Cl -0.947 2.865 2.061 1.881
O -1.402 2.767 3.407 -0.662
O -2.001 2.453 1.118 -0.548
O 0.196 1.981 1.732 -0.581
O 1.355 -1.384 -0.458 -0.077
C 1.376 -2.566 -0.125 -0.521
C 2.348 -3.034 0.938 -0.807
C 3.372 -4.042 0.399 -0.761
C 2.884 -5.488 0.386 -0.666
C 1.694 -5.766 -0.526 -0.763
C 0.479 -4.894 -0.230 -0.085
N 0.619 -3.521 -0.701 0.341
H 1.794 -3.463 1.778 0.335
H 2.838 -2.134 1.302 0.453
H 4.267 -3.991 1.025 0.394
H 3.676 -3.742 -0.610 0.273
H 2.614 -5.769 1.411 0.271
H 3.718 -6.135 0.092 0.360
H 1.395 -6.811 -0.405 0.319
H 1.972 -5.628 -1.576 0.276
H 0.270 -4.896 0.845 0.287
H -0.404 -5.290 -0.727 -0.028
H 0.008 -3.241 -1.455 0.292
C 2.681 1.680 -0.237 -1.213
C 2.168 3.080 -0.445 0.961
C 3.011 4.159 -0.187 -0.827
C 2.580 5.469 -0.341 -0.842
C 1.283 5.717 -0.760 -0.666
C 0.434 4.650 -1.017 -0.826
C 0.858 3.335 -0.871 1.470
Sb -0.445 1.648 -1.363 1.825
C 0.817 1.123 -3.064 0.714
C 1.148 -0.217 -3.235 -1.063
C 2.124 -0.625 -4.133 -0.672
C 2.796 0.325 -4.885 -0.675
C 2.431 1.657 -4.771 -0.659
C 1.437 2.076 -3.886 1.184
C 1.041 3.532 -3.942 -1.722
C -2.084 2.716 -2.287 1.000
C -2.728 3.672 -1.500 -0.967
C -3.772 4.442 -1.995 -0.961
C -4.197 4.261 -3.298 -0.725
C -3.588 3.291 -4.077 -0.794
C -2.547 2.495 -3.599 1.048
C -2.024 1.425 -4.520 -0.954
H 3.755 1.690 -0.042 0.458
H 2.510 1.039 -1.102 0.008
H 2.196 1.212 0.623 -0.027
H 4.024 3.960 0.146 0.346
H 3.256 6.289 -0.130 0.346
H 0.925 6.733 -0.879 0.400
H -0.572 4.864 -1.352 0.239
H 0.630 -0.964 -2.654 0.281
H 2.355 -1.679 -4.233 0.407
H 3.577 0.032 -5.577 0.340
H 2.917 2.403 -5.392 0.392
H 1.049 3.867 -4.982 0.588
H 1.732 4.163 -3.379 0.379
H 0.038 3.703 -3.555 -0.032
H -2.437 3.809 -0.470 0.552
H -4.244 5.175 -1.351 0.442
H -5.011 4.852 -3.702 0.362
H -3.931 3.130 -5.093 0.322
H -2.507 1.502 -5.495 0.437
H -2.240 0.435 -4.118 0.158
H -0.948 1.490 -4.664 0.075
C -2.492 -3.483 8.182 -1.433
C -1.930 -2.837 6.942 1.133
C -0.597 -2.439 6.882 -0.778
C -0.106 -1.766 5.774 -0.634
C -0.939 -1.492 4.697 -0.112
C -2.263 -1.904 4.735 -0.183
C -2.745 -2.581 5.846 -0.965
S -0.363 -0.352 3.443 1.067
O 0.398 -1.095 2.398 -0.416
O 0.450 0.568 4.194 -0.669
O -1.628 0.127 2.831 -0.756
H -1.696 -3.809 8.852 0.341
H -3.109 -4.349 7.932 0.351
H -3.123 -2.779 8.729 0.284
H 0.059 -2.634 7.724 0.253
H 0.921 -1.426 5.741 0.422
H -2.915 -1.692 3.900 0.465
H -3.782 -2.898 5.861 0.342
```